Record 1
Computed, not measured: a structure of composition C4H4O3, with wB97M-V/def2-TZVPD.

Geometry as XYZ:
```
11
Properties=species:S:1:pos:R:3:lowdin_charge:R:1
O -0.3157 1.9043 0.6085 0.04
C -0.7669 1.1287 -0.2290 -0.19
C -0.1687 -0.2181 -0.0979 -0.34
C -0.4064 -1.4032 0.7475 -0.01
O -0.5220 -1.4467 -0.6797 0.01
C 1.1471 0.4872 -0.4772 -0.12
O 1.5502 1.5103 0.0443 0.08
H -1.3227 1.4690 -1.1130 0.15
H 0.4301 -1.9678 1.1656 0.12
H -1.3503 -1.4911 1.2925 0.13
H 1.7254 0.0276 -1.2616 0.14
```

As for the gap between HOMO and LUMO: 8.812 eV. The highest occupied orbital energy is -0.341 Ha. The energy relative to the best compared isomer or geometry (same formula, charge and spin) comes out at 459.2 kJ/mol. For the LUMO energy, the calculation gives -0.0167 hartree.

---

Record 2
Computed, not measured: an isolated molecule of C4H4O3, with wB97M-V/def2-TZVPD.

Geometry as XYZ:
```
11
Properties=species:S:1:pos:R:3:lowdin_charge:R:1
O 1.7537 1.5694 -0.1802 0.09
C 1.2976 0.6431 0.4443 -0.14
C 0.0963 -0.1290 -0.0487 -0.35
C -0.7900 0.6113 -0.9697 -0.06
O 0.0420 -0.4129 -1.4455 0.03
C -0.4118 -1.2557 0.7963 -0.16
O -0.0184 -1.4638 1.9186 0.08
H 1.7000 0.3336 1.4241 0.14
H -1.8639 0.4321 -0.9800 0.13
H -0.4436 1.6110 -1.2262 0.13
H -1.1522 -1.9112 0.2938 0.14
```

As for the gap between HOMO and LUMO: 10.261 eV. The highest occupied orbital energy is -0.371 Ha. The energy relative to the best compared isomer or geometry (same formula, charge and spin) comes out at 215.3 kJ/mol. Its structure (SMILES) is O=CC1(C=O)CO1. For the LUMO energy, the calculation gives 0.0059 hartree.